No. 1
15
Properties=species:S:1:pos:R:3:forces:R:3:nbo_charge:R:1 method="wB97M-V/def2-TZVPD" homo_ev=-9.8 e_above_lowest_kcal_mol=43.6 smiles="CC(=O)c1cnccn1" e_tot_ha=-416.90425
C -2.2658 1.1467 0.1281 0.78 -0.39 0.44 -0.73
C -1.7051 -0.2250 0.0417 4.22 3.08 -2.28 0.59
O -2.2584 -1.2468 0.0494 -2.10 -3.19 0.53 -0.52
C -0.1581 -0.1561 -0.2251 -1.37 4.55 0.60 0.00
C 0.6085 -1.2394 -0.1348 2.81 0.49 0.79 -0.03
N 2.0074 -1.1909 0.0310 -3.19 1.82 -0.23 -0.33
C 2.3803 0.0872 0.1629 2.07 -3.44 -0.17 -0.02
C 1.6186 1.2584 -0.0028 1.14 1.90 0.68 0.01
N 0.3143 1.2568 -0.2330 1.62 -3.83 0.38 -0.37
H -1.8768 1.4368 1.1308 -1.29 0.38 -0.28 0.25
H -3.2895 0.9585 -0.1068 -1.07 0.85 0.67 0.24
H -1.7531 1.8368 -0.5528 -0.47 -0.40 0.08 0.27
H 0.1082 -2.1156 0.1077 -0.60 -1.94 -0.24 0.22
H 3.4449 -0.0536 0.4200 -0.26 1.85 -0.15 0.22
H 2.3104 2.2186 0.1990 -2.31 -1.72 -0.80 0.21

=====

No. 2
15
Properties=species:S:1:pos:R:3:forces:R:3:mulliken_spin:R:1 method="wB97M-V/def2-TZVPD" homo_ev="-4.7 / -9.4" e_above_lowest_kcal_mol=36.6 s2=2.028 spin_multiplicity=3 e_tot_ha=-416.76184
C -1.1057 0.8144 0.0369 -3.84 -3.92 3.74 0.59
C -1.1976 -0.5917 0.3449 0.11 1.18 0.00 -0.11
C -0.2508 1.4726 -0.7778 4.84 3.00 -4.58 0.62
C 1.9242 -0.4529 0.8476 1.08 0.22 -0.65 0.07
C -0.3098 -1.4413 0.8788 -0.24 -0.67 -0.60 0.31
C 1.6120 0.1759 -1.4889 0.39 -1.55 -1.07 0.23
N 0.6371 0.9751 -1.6634 -1.82 1.85 1.24 0.13
N 2.2145 -0.1127 -0.3293 0.38 0.10 1.34 -0.01
O 0.9385 -1.1736 1.3737 -0.24 0.14 0.77 0.01
H -1.9475 1.3882 0.4103 -0.13 -0.04 -0.30 0.03
H -2.1882 -1.0122 0.2195 -0.18 -0.11 0.27 0.02
H -0.4195 2.5352 -0.9223 -0.20 -0.06 -0.07 0.05
H 2.6758 -0.2759 1.6185 -0.16 -0.12 -0.01 0.00
H -0.5883 -2.4587 1.1157 0.04 0.00 -0.09 0.03
H 2.1469 -0.1628 -2.3715 -0.04 -0.03 0.01 0.04

=====

No. 3
16
Properties=species:S:1:pos:R:3:forces:R:3:nbo_charge:R:1 method="wB97M-V/def2-TZVPD" homo_ev=-8.1 e_above_lowest_kcal_mol=126.2 smiles="Nc1ccc([N+](=O)[O-])cc1" e_tot_ha=-492.04240
N -1.4772 1.7844 -1.3461 -1.67 7.60 -7.14 -0.75
C -0.9100 0.8389 -0.7409 5.07 -3.45 2.57 0.24
C 0.5931 0.6929 -0.9713 -2.32 0.56 0.95 -0.30
C 1.3761 0.0041 -0.1249 1.56 -0.02 -0.53 -0.14
C 0.7455 -0.8822 0.6920 -3.09 0.00 1.38 -0.08
N 1.5501 -1.8957 1.2215 0.62 -1.63 -2.30 0.51
O 0.9697 -2.6512 1.9762 1.58 -0.64 0.76 -0.37
O 2.6552 -2.0798 0.5959 -1.90 -0.18 2.71 -0.43
C -0.6857 -0.8637 0.9191 -0.28 -0.02 1.20 -0.11
C -1.5291 0.0788 0.2795 1.08 0.25 1.06 -0.34
H -2.3248 2.3206 -1.0996 0.72 -1.27 0.10 0.41
H -0.9618 2.3346 -2.2765 -1.78 -2.39 3.96 0.40
H 1.2019 1.3110 -1.5655 -0.43 1.36 -1.35 0.21
H 2.5248 0.0719 -0.0726 -2.17 -0.13 -0.51 0.26
H -1.2383 -1.5066 1.7181 1.71 0.99 -1.55 0.25
H -2.4895 0.4421 0.7954 1.30 -1.03 -1.31 0.23

=====

No. 4
16
Properties=species:S:1:pos:R:3:forces:R:3:nbo_charge:R:1 method="wB97M-V/def2-TZVPD" homo_ev=-9.6 e_above_lowest_kcal_mol=88.7 smiles="Cc1cnc(C(=O)O)cn1" e_tot_ha=-492.10216
C 3.5139 -0.0064 0.4540 -0.96 -1.74 -0.39 -0.66
C 1.9896 -0.0287 0.1529 -0.52 1.70 -3.68 0.18
C 1.3107 -1.0898 -0.4944 0.51 -0.36 0.64 -0.03
N -0.0338 -0.9599 -0.5226 -2.12 0.32 1.68 -0.44
C -0.7734 0.1441 -0.1333 4.12 0.63 -0.90 0.06
C -2.2342 0.0345 0.2826 -0.27 0.96 -4.74 0.76
O -3.0583 0.9991 -0.0063 3.42 -5.33 2.68 -0.54
O -2.3803 -1.3227 0.4107 -1.10 -0.08 1.04 -0.69
C 0.0434 1.3651 -0.1988 -1.99 -0.94 -1.01 0.04
N 1.3184 1.2392 -0.0677 2.83 -2.03 1.60 -0.39
H 4.1864 -0.5980 -0.4636 -1.95 2.19 2.85 0.24
H 3.5799 -0.5915 1.4178 0.52 0.36 -1.08 0.23
H 3.6896 1.0471 0.7360 0.75 -0.57 -0.74 0.25
H 1.8368 -2.1262 -0.9013 -1.60 2.94 1.14 0.22
H -1.5116 -1.9369 0.3584 -2.03 2.91 -0.19 0.55
H -0.3645 2.3263 -0.6286 0.39 -0.96 1.10 0.22